Run w
{"formula": "C2H6N4O2", "method": "ωB97M-V/def2-TZVPD", "total_charge": 0, "lumo_ev": 0.6, "homo_ev": -9.72, "smiles": "[H]/N=C(/N)OC(=O)NN", "elements": ["H", "N", "C", "N", "O", "C", "O", "N", "N", "H", "H", "H", "H", "H"], "positions_angstrom": [[-1.556, 1.759, 0.001], [-2.114, 0.973, 0.155], [-1.473, -0.122, 0.030], [-2.115, -1.376, 0.014], [-0.114, -0.387, -0.066], [0.750, 0.639, -0.014], [0.569, 1.833, -0.061], [1.971, 0.100, -0.113], [2.353, -1.229, 0.134], [-3.176, -1.169, -0.067], [-1.833, -2.006, -0.752], [2.649, 0.815, -0.033], [1.975, -1.825, -0.599], [1.975, -1.514, 1.048]], "nbo_charge": [0.38, -0.72, 0.68, -0.84, -0.53, 0.86, -0.62, -0.47, -0.63, 0.40, 0.39, 0.39, 0.36, 0.36]}

Run x
{"formula": "C2H6N4O2", "method": "ωB97M-V/def2-TZVPD", "total_charge": 0, "lumo_ev": -0.3, "homo_ev": -9.34, "smiles": "[H]/N=C\\C(=O)N(N)NO", "elements": ["H", "N", "C", "C", "O", "N", "N", "N", "O", "H", "H", "H", "H", "H"], "positions_angstrom": [[1.475, 2.317, 1.197], [1.885, 1.987, 0.316], [1.189, 1.073, -0.192], [-0.221, 0.777, 0.280], [-0.653, 1.299, 1.299], [-1.011, 0.033, -0.594], [-0.561, -0.522, -1.716], [-1.207, -1.167, 0.611], [-0.077, -1.977, 0.848], [1.516, 0.646, -1.137], [0.056, -1.326, -1.580], [-1.320, -0.749, -2.354], [-1.564, -0.847, 1.516], [0.493, -1.544, 1.507]], "nbo_charge": [0.35, -0.51, -0.02, 0.59, -0.57, -0.15, -0.62, -0.26, -0.57, 0.19, 0.37, 0.38, 0.37, 0.45]}

Going by the energies, run w is most stable and the next is 4.714 eV up.

Run w
{"formula": "C2H6N4O2", "method": "ωB97M-V/def2-TZVPD", "total_charge": 0, "lumo_ev": 0.6, "homo_ev": -9.03, "elements": ["C", "C", "H", "H", "H", "H", "H", "H", "N", "N", "N", "N", "O", "O"], "positions_angstrom": [[0.592, 0.337, -0.214], [-1.170, -1.458, 0.207], [-1.954, 1.637, 0.642], [0.127, 2.163, -0.829], [0.808, -1.364, 0.795], [-1.251, -2.464, 0.620], [-1.952, -0.116, -0.979], [3.603, -0.210, -0.395], [-0.424, 1.421, -0.432], [0.148, -0.814, 0.307], [-2.134, -0.890, -0.452], [1.872, 0.564, -0.389], [-0.927, 1.764, 0.825], [2.661, -0.567, 0.295]], "nbo_charge": [0.49, 0.29, 0.48, 0.36, 0.42, 0.20, 0.36, 0.50, -0.36, -0.64, -0.68, -0.25, -0.55, -0.63]}

Run x
{"formula": "C2H6N4O2", "method": "ωB97M-V/def2-TZVPD", "total_charge": 0, "lumo_ev": 0.1, "homo_ev": -9.26, "smiles": "C=NN=C(NO)NO", "elements": ["C", "N", "N", "C", "N", "O", "N", "O", "H", "H", "H", "H", "H", "H"], "positions_angstrom": [[1.618, 1.360, -2.150], [1.180, 0.573, -1.368], [-0.088, 1.137, -0.723], [-0.521, 0.179, 0.113], [-1.146, 0.623, 1.446], [-2.240, -0.580, 1.587], [-0.404, -1.249, -0.189], [0.291, -1.748, 1.028], [2.642, 0.955, -2.616], [1.236, 2.449, -2.430], [-0.644, 1.250, 2.356], [-1.928, -1.363, 2.272], [0.557, -1.170, -0.757], [-0.552, -2.415, 1.432]], "nbo_charge": [-0.05, -0.33, -0.40, 0.57, -0.41, -0.58, -0.36, -0.59, 0.18, 0.19, 0.46, 0.45, 0.41, 0.45]}

Going by the energies, run w is most stable and the next is 4.130 eV up.

Run w
{"formula": "C2H6N4O2", "method": "ωB97M-V/def2-TZVPD", "total_charge": 0, "lumo_ev": 0.6, "homo_ev": -9.29, "smiles": "N/N=C\\N(O)C(N)=O", "elements": ["N", "N", "C", "N", "O", "C", "N", "O", "H", "H", "H", "H", "H", "H"], "positions_angstrom": [[-1.807, 0.546, 0.628], [-1.862, -0.276, -0.477], [-0.772, -0.865, -0.745], [0.348, -0.714, -0.106], [0.797, -1.996, 0.388], [1.289, 0.278, -0.146], [0.907, 1.586, -0.450], [2.425, -0.011, 0.163], [-1.303, 0.163, 1.473], [-2.819, 0.620, 0.973], [-0.777, -1.571, -1.665], [1.785, -1.792, -0.222], [1.737, 2.232, 0.071], [0.052, 1.801, 0.115]], "nbo_charge": [-0.69, -0.22, 0.19, -0.26, -0.52, 0.75, -0.83, -0.63, 0.35, 0.37, 0.18, 0.50, 0.40, 0.40]}

Run x
{"formula": "C2H6N4O2", "method": "ωB97M-V/def2-TZVPD", "total_charge": 0, "lumo_ev": 0.5, "homo_ev": -9.28, "elements": ["C", "C", "H", "H", "H", "H", "H", "H", "N", "N", "N", "N", "O", "O"], "positions_angstrom": [[0.651, 0.199, -1.041], [-1.376, -0.342, 0.413], [-0.074, 0.348, 1.844], [0.882, 1.844, 0.208], [0.280, -2.085, -1.608], [0.326, -1.147, 1.090], [-2.026, -0.021, -0.352], [-1.706, 1.177, 1.751], [0.361, 0.994, 0.117], [0.043, -0.994, -0.944], [-0.496, -1.530, 0.173], [-1.145, 0.360, 1.486], [0.932, 0.378, 1.398], [0.983, 0.739, -2.021]], "nbo_charge": [0.72, 0.34, 0.43, 0.41, 0.42, 0.40, 0.20, 0.39, -0.45, -0.49, -0.46, -0.70, -0.65, -0.58]}

Going by the energies, run w is most stable and the next is 4.247 eV up.